# C54H150AlF6O27

C54H150AlF6O27 as an isolated structure (ωB97M-V/def2-TZVPD, the Open Molecules 2025 dataset).

Output
DFT total energy   -136596.0742 eV
Kohn-Sham gap   2.5790 eV
HOMO level   -10.985 eV
Charge   +1

Geometry as XYZ:
```
238
Properties=species:S:1:pos:R:3:forces:R:3:mulliken_charge:R:1
Al 4.404423 1.396827 -2.364087 -1.25 0.18 1.03 1.1704
F 9.755268 4.484624 0.509982 0.04 -0.61 0.58 -0.2412
F -1.108572 2.336053 0.622920 0.41 -0.34 -0.08 -0.1432
F 0.498402 2.813815 1.975899 0.62 0.58 -0.19 -0.0303
F 9.375475 3.796702 -1.483025 -0.46 -0.69 0.47 -0.2599
F -0.557687 1.001501 2.246314 0.48 -0.21 -1.09 0.0270
F 8.106593 5.292005 -0.589039 -0.03 -0.10 -0.02 -0.2275
O 0.735907 -5.928411 3.193945 0.50 -0.20 0.81 -0.6042
O -0.255655 -3.873467 -7.907665 0.11 -0.64 -0.52 -0.5643
O 1.569876 0.519817 -3.155480 1.70 -0.88 -0.02 0.1531
O -1.684009 -7.207255 -5.893575 1.31 -0.74 -0.28 -0.5749
O -3.856342 0.484543 -2.091153 0.85 0.00 -1.06 -0.0661
O -3.284311 -4.680100 3.107423 1.39 -0.70 0.70 -0.4992
O 7.173699 3.518958 1.512410 0.93 0.25 -2.07 -0.6300
O -4.170686 0.435474 -6.293869 1.11 0.14 -0.70 -0.6191
O -4.081145 4.122202 3.736747 -0.52 -0.55 0.49 -0.4639
O 2.872470 3.305289 -3.944137 0.96 -0.88 0.25 0.0181
O -3.169079 -1.421130 -4.264333 1.18 0.08 0.02 0.2792
O -2.906892 -0.589244 7.873356 0.13 -0.72 0.92 -0.5893
O -0.691334 -1.378024 6.264712 0.54 -0.53 0.81 -0.5919
O -1.023083 -4.476503 1.571513 -0.05 -0.74 -0.92 0.8389
O 4.941349 5.114786 0.924053 0.88 1.08 -0.75 -0.6300
O 3.789514 -1.641878 -2.069149 0.11 1.73 -0.67 -0.0751
O 3.991926 0.355385 6.125390 0.42 0.43 0.84 -0.6053
O -4.827915 -0.231917 0.478539 -0.40 0.08 -0.21 -0.2880
O -5.455829 -8.129880 -0.371863 0.20 0.52 0.10 -0.5234
O 6.688288 2.694775 -0.569948 2.35 1.96 0.77 -0.1234
O -0.346968 6.103318 6.200162 0.27 -0.90 -0.23 -0.5520
O 4.600086 0.116750 0.379164 -0.30 0.79 -1.60 0.1677
O 1.949330 1.851141 -0.353518 -1.74 0.34 1.93 0.0512
O 0.360632 0.332867 -0.692231 -0.11 0.84 0.87 1.9044
O 0.942429 4.202190 -1.834706 0.03 0.35 -0.73 1.1027
O 4.399889 4.420114 -1.658670 -0.43 -1.32 -0.98 -0.1862
O 4.890804 -2.582474 0.465544 0.10 -0.46 -0.10 -0.5210
C -0.212310 -2.319903 4.119405 -1.06 0.41 0.42 -0.6345
C 7.771650 3.140346 0.236903 -3.02 -2.30 0.57 -0.2451
C -4.400251 -3.823359 3.040676 1.19 -0.20 -1.33 -0.5103
C -0.597135 4.132128 4.842941 0.20 0.11 -0.14 0.4434
C -3.659890 0.706541 2.307590 -0.14 -0.22 0.81 0.6004
C -0.625868 -3.069572 -6.823095 0.79 0.41 0.60 -0.2397
C -3.579859 -2.717462 -3.942740 -0.53 -0.98 -0.41 0.4775
C -3.264092 1.796191 -2.065816 -0.55 -0.71 0.07 1.2156
C -2.303012 -5.960697 -5.953921 -0.84 -0.29 0.85 0.5930
C 2.639203 5.457226 1.444480 0.60 -0.07 0.49 -0.6395
C -5.006247 0.187126 1.841819 0.57 -0.32 -0.68 -0.7995
C 3.519696 6.555997 -2.205055 -1.05 0.50 0.95 -0.9061
C -3.540345 0.409005 7.129169 0.07 0.28 -0.50 -0.2892
C 7.052417 3.823580 3.856954 -0.28 0.13 -0.15 -0.8992
C 8.791361 4.150624 -0.333319 -0.97 2.22 -1.15 0.6484
C -1.106902 -7.058891 4.307891 0.08 0.72 0.12 -0.7721
C 2.782342 3.296069 -5.355576 -0.60 0.65 -0.59 -0.1281
C -3.710276 -6.280686 -5.532426 -1.41 0.88 -0.16 -1.1675
C -4.413923 4.666081 2.474636 1.16 0.37 0.03 -0.2907
C -2.762163 1.726843 7.196439 -0.83 -0.04 -1.28 -0.4131
C 4.646857 5.589634 -2.412188 0.50 0.36 -0.45 0.0085
C -1.382635 -5.122466 0.331009 1.92 0.41 -0.57 0.2118
C -4.740697 -6.150027 -1.546312 -0.47 -0.27 0.12 0.1153
C -0.926842 -1.183377 4.923622 0.51 -0.29 -2.01 0.2529
C -0.236916 -0.895385 -0.353555 -2.08 -0.55 -0.37 0.2633
C -0.029035 -5.541267 -0.323719 -0.34 0.18 0.40 -1.0604
C -6.098791 1.809140 -6.278876 0.56 -0.32 0.82 -1.3154
C 2.854354 4.733182 -5.882991 0.57 -0.95 -0.58 -1.2782
C 2.539359 -3.556127 -2.581695 -0.69 -0.23 -0.98 -0.8440
C -0.357278 1.459102 -3.949232 -1.30 0.81 -1.36 -0.9129
C 2.976781 -2.578051 1.897759 -0.16 -0.36 -0.95 0.9765
C 7.870849 3.246230 2.708784 0.51 0.26 1.65 -0.3532
C 3.386978 -2.455996 -3.171341 0.12 -0.28 0.83 0.0763
C -4.209823 2.706924 -1.383804 -0.21 1.51 0.51 -0.9116
C 0.448581 -3.275079 -5.729359 -0.84 -0.04 0.38 -0.6004
C 2.586057 1.587452 4.662561 0.06 -1.04 -0.26 -0.1160
C -3.090437 5.197332 1.865858 -1.17 -0.59 -0.07 -0.8184
C -0.912693 5.743513 -2.163777 1.04 -1.10 -0.14 -1.8925
C 0.361323 4.953893 5.679683 -0.14 0.34 0.14 -0.6115
C -4.605075 -3.566372 1.520545 -1.58 -0.05 1.38 -0.0679
C 3.082477 0.184056 5.067478 -0.05 0.55 0.08 0.0299
C 3.836238 4.490390 1.479417 -1.78 0.48 0.26 1.1755
C 5.850204 0.175681 2.361904 -0.96 0.42 0.45 -1.4025
C 0.989565 1.137769 0.367302 1.82 -1.37 -3.64 0.1423
C 0.713482 0.451508 -4.256403 -0.66 0.70 0.00 0.8131
C -4.925455 -2.633789 -3.293056 -0.75 -0.60 -0.51 -1.2123
C 4.681960 0.809286 1.593471 0.84 -0.09 0.17 2.1584
C -0.299020 4.607076 -1.321031 -1.48 0.73 0.35 1.2909
C -5.304259 -7.554647 -1.682187 0.25 -0.94 0.16 -0.6161
C 0.126313 -6.136802 4.471468 -0.61 -1.02 -0.77 -0.0223
C -0.928290 -1.475673 -1.625869 1.20 0.60 0.88 1.1647
C 4.206869 -3.332603 1.467538 -0.26 -0.42 0.71 -0.8665
C -5.139845 0.941037 -5.423449 -0.88 -0.04 -0.99 1.1109
C -0.050231 1.829210 1.283644 -0.86 0.54 0.63 0.0154
H -2.253930 -5.515462 -6.947633 -0.04 0.05 -0.11 0.1862
H 0.531359 -4.686710 -0.702908 -0.17 0.18 0.01 -0.1062
H -1.633778 -3.294581 -6.474405 -0.01 -0.28 0.34 -0.0593
H 7.298682 4.872588 4.021416 -0.21 0.03 -0.14 0.3625
H -1.919540 5.999142 -1.833618 0.29 0.30 0.27 0.3969
H 2.944957 6.451934 1.768778 0.41 0.16 -0.44 0.5074
H -3.835404 -6.741295 -4.552489 0.61 -0.13 0.01 0.1308
H 3.415226 6.740861 -1.135940 -0.01 0.00 0.16 0.2183
H 6.789303 0.299095 1.822494 -0.12 0.06 -0.10 0.2484
H 8.384648 2.256469 0.413274 0.29 -0.74 0.10 0.4274
H 3.121140 -4.209216 -1.931228 -0.18 0.05 0.14 0.5567
H 3.581074 2.677409 -5.764696 0.33 0.18 0.24 0.4050
H 3.625266 3.633851 0.839146 -0.45 -0.59 0.62 -0.2323
H -5.605853 0.046015 -5.011292 -0.60 0.37 0.56 -0.2027
H 1.287997 3.485646 -1.297358 0.30 -0.58 0.37 -0.6893
H -1.012475 5.389797 -3.189954 0.01 -0.02 -0.14 0.3874
H -0.080536 -6.278232 -1.125178 -0.44 0.08 -0.04 0.4694
H 2.200936 5.489592 0.446998 -0.33 0.07 0.24 -0.3873
H -1.413470 -1.124850 6.844383 -0.40 0.17 0.10 0.3922
H 5.588335 6.016390 -2.066360 0.15 0.10 -0.26 0.4274
H -0.685803 -2.032951 -7.154647 0.29 0.33 0.20 0.5408
H -0.840361 -3.205472 4.216526 0.35 -0.32 0.54 -0.0094
H -3.690447 3.636084 -1.149247 0.09 0.23 0.16 0.2033
H -1.895994 -4.360774 -0.255836 -0.20 -0.23 -0.39 -0.1021
H -6.166718 1.441092 -7.302616 0.07 -0.21 0.14 0.3313
H -1.851707 -4.405204 2.050990 -0.49 0.26 0.80 -0.2672
H 3.840422 5.102004 -5.600610 -0.27 0.55 0.21 0.2881
H -4.651540 -5.640237 -2.505623 -0.18 -0.08 -0.02 -0.1271
H 7.204968 3.313003 4.807808 0.15 -0.18 -0.17 0.3743
H 0.827284 -6.706816 5.081244 0.24 0.30 0.01 0.3732
H -0.575156 -0.202211 4.604679 0.38 0.28 -0.07 -0.0182
H -5.658172 -3.286376 1.494360 -0.04 0.65 -0.83 0.4851
H 2.059758 -4.151836 -3.358361 0.33 -0.33 -0.18 0.3544
H -5.173100 -4.335180 3.614111 -0.67 0.52 -0.44 0.3985
H -3.633645 -3.291625 -4.867686 -0.15 0.15 -0.18 -0.0792
H 1.469167 0.399563 1.010059 0.49 -0.15 0.59 -0.5249
H 2.816870 -1.843338 -3.869719 -0.01 0.18 0.22 -0.1047
H 2.363709 -2.506531 0.999356 -0.39 -0.05 -0.01 -0.7681
H 3.151531 -1.540322 2.181798 0.19 -0.17 0.61 -0.4115
H -3.925833 0.185867 -1.181452 -0.21 -0.01 0.53 0.0339
H 0.594718 -5.986747 0.451247 -0.05 -0.08 0.11 0.3565
H -4.894715 -2.225961 -2.282690 -0.03 0.11 -0.06 0.1048
H -5.843243 0.884305 1.880471 0.23 0.38 0.17 0.4517
H 0.252190 -2.640050 -4.865490 0.02 0.41 -0.13 -0.1923
H -0.740750 -7.035698 -5.942919 0.23 -0.38 -0.14 0.3294
H -1.654379 -7.149045 5.246100 0.28 -0.44 0.21 0.3872
H 4.273061 -2.818212 -3.692636 0.01 -0.23 -0.10 0.3562
H -4.215591 -6.922298 -6.254291 0.23 -0.14 -0.08 0.4074
H -4.664585 -8.213526 -2.269373 0.36 0.15 -0.13 0.3706
H -3.062412 -0.139219 2.647907 0.09 -0.04 0.09 -0.2809
H 2.567998 6.127999 -2.520027 0.05 -0.04 -0.15 -0.0442
H 4.483202 -0.810081 0.600359 0.21 -0.44 -0.35 -0.3318
H -3.552837 -5.538739 2.772398 -0.06 -0.21 0.02 0.2166
H -3.922567 -2.824473 1.105957 -0.21 0.12 0.20 -0.1925
H -1.393131 3.687797 5.440494 0.08 0.09 0.14 0.0337
H -5.438100 -5.612383 -0.903916 0.08 0.31 -0.06 0.3131
H 4.561689 4.632525 -0.736546 0.46 0.32 1.02 -0.0139
H 1.259529 5.262213 5.144641 -0.17 0.31 -0.63 0.2696
H -2.411569 2.054336 8.175174 -0.07 -0.34 0.01 0.3998
H 2.445542 -3.194991 2.622514 -0.12 0.43 0.20 0.3101
H 3.622572 7.553091 -2.633219 0.41 -0.21 -0.42 0.4904
H -3.543910 -0.019899 6.127103 0.03 0.50 -0.34 -0.0063
H 8.839874 3.741671 2.769051 0.20 -0.13 -0.55 0.3642
H -0.770591 -8.008629 3.891976 -0.15 -0.11 0.29 0.2896
H 2.011389 5.354286 -5.580084 0.23 0.01 0.33 0.2950
H 1.799847 1.426890 3.924875 0.01 0.28 -0.28 -0.3183
H 0.064356 -5.552722 2.619950 -0.29 0.44 -0.29 0.1995
H -4.326852 -5.383036 -5.485915 -0.05 0.25 -0.10 0.3286
H 3.986922 4.259076 2.533878 0.30 -0.54 -0.02 -0.0627
H -1.181911 1.323822 -4.649064 -0.34 -0.07 -0.01 0.6157
H 4.860839 -3.566054 2.307736 0.27 0.37 0.13 0.4817
H -5.440507 -9.088125 -0.427702 -0.03 0.01 -0.14 0.3097
H -1.816835 -5.302035 -5.234274 -0.08 0.42 0.04 -0.1831
H -5.729190 -0.344289 0.167632 -0.01 -0.25 -0.57 0.1379
H -0.093007 2.510190 -4.065351 0.56 -0.01 0.03 0.0647
H -1.066177 4.722151 4.055557 0.12 0.08 -0.04 -0.0828
H -1.041804 3.813165 -1.243069 0.16 -0.50 -0.42 -0.9485
H -1.870735 -6.660595 3.640050 0.29 0.27 -0.29 -0.0565
H -4.886746 3.860195 1.913297 0.31 -0.08 -0.20 0.1183
H 3.603018 -0.355894 4.276539 -0.18 0.23 -0.56 -0.1695
H -3.137704 2.165516 -3.083522 0.25 -0.47 -0.12 0.4668
H -5.312658 -0.716729 2.368376 0.06 0.12 0.57 0.2803
H 2.151481 3.808482 -3.558704 -0.45 0.09 0.38 -0.3641
H -0.770735 1.382124 -2.943629 0.24 -0.41 -0.02 -0.1517
H -0.103934 -5.193508 4.966743 -0.09 0.03 0.02 -0.0033
H 2.230609 -0.432732 5.353856 -0.14 -0.07 0.23 0.4083
H -4.576422 2.305238 -0.439160 -0.10 -0.08 -0.09 -0.0036
H -5.395938 -3.616981 -3.283853 -0.04 -0.09 0.30 0.5946
H 5.631289 -0.888659 2.447659 0.24 -0.09 0.25 0.4495
H 4.879709 1.867583 1.423182 -0.02 -0.06 -0.29 -0.7388
H 1.957883 5.213662 2.259706 -0.52 -0.53 -0.50 0.0640
H 1.272434 0.611358 -5.178424 0.00 0.31 0.04 0.6580
H 1.480305 -3.147711 -6.057127 -0.18 0.25 -0.32 0.4964
H 4.642025 -0.347337 6.197123 -0.25 -0.19 -0.16 0.3596
H 0.792820 -2.470224 4.513389 -0.08 -0.18 -0.09 0.4160
H -3.789913 1.384205 3.151368 0.12 0.07 0.05 0.3538
H 5.705529 4.548309 1.053390 0.56 -0.16 0.27 0.5269
H -2.301771 1.781400 -1.554130 0.15 -0.11 -0.02 -1.3235
H -1.528761 -2.351706 -1.380716 0.15 -0.02 0.04 0.3727
H -3.287511 5.580686 0.864707 0.35 0.16 -0.03 0.3325
H 4.682934 5.340386 -3.472698 0.31 -0.32 0.16 0.0801
H 3.688971 0.734540 2.036727 0.12 0.07 0.82 -0.7389
H -5.168539 5.449327 2.546618 0.01 0.24 0.14 0.3695
H 0.214931 -0.510074 -4.378477 0.19 -0.42 0.20 -1.1093
H -1.954052 1.653314 6.468661 0.41 0.03 0.40 -0.1466
H -0.823670 -3.674317 -8.655534 -0.04 -0.03 -0.09 0.3163
H 2.129862 2.137644 5.485527 0.16 -0.25 0.21 0.4409
H -6.273428 -7.611728 -2.177718 -0.14 0.56 -0.10 0.3166
H 2.857353 4.719728 -6.972909 -0.11 -0.04 -0.12 0.4616
H -3.571512 -0.060019 -5.730766 0.26 -0.45 -0.05 0.2359
H -5.667061 2.809432 -6.312377 -0.32 0.13 -0.11 0.3313
H -2.012740 -6.007357 0.420556 -0.13 0.02 0.48 0.2980
H -2.908907 -3.310567 -3.321311 0.64 0.33 0.27 0.0715
H -5.025257 3.013644 -2.038853 -0.23 -0.36 0.12 0.3597
H 3.911573 -4.314972 1.098968 -0.14 -0.01 -0.33 0.4473
H -0.178839 6.549412 -2.173656 -0.48 0.43 0.07 0.3995
H -0.037794 3.321600 4.375748 -0.08 -0.07 -0.04 -0.2124
H -0.108437 -1.738569 -2.294332 -0.35 -0.15 -0.48 -0.8075
H -7.098011 1.819346 -5.843512 0.03 0.25 0.00 0.3591
H -2.374395 4.375654 1.850193 0.01 -0.02 -0.26 0.0281
H -3.416104 2.494698 6.783085 -0.04 0.29 0.13 0.2858
H 0.975374 0.408210 -2.410023 0.38 0.13 1.03 -0.4931
H 3.403605 2.181761 4.254489 -0.05 0.03 -0.11 -0.0955
H 4.155257 -2.141407 -1.335457 0.11 -0.43 0.17 0.0757
H -3.114068 -0.993832 -3.406431 -0.11 0.93 0.17 -0.4041
H -0.210095 4.936718 -0.285881 0.31 0.28 0.21 0.1591
H 1.876122 2.805336 -5.710637 -0.34 0.00 0.22 0.2061
H -3.542921 4.749046 4.225600 0.00 0.16 0.03 0.2948
H 0.804838 4.296034 6.427096 -0.41 0.09 0.75 0.3258
H -4.541205 -4.476345 0.923917 0.15 -0.18 0.26 -0.0356
H 0.443007 -1.628885 0.079801 0.26 0.14 0.10 -0.9336
H -2.675786 5.964655 2.519587 -0.10 0.24 -0.15 0.5190
H 8.015167 2.182351 2.896982 -0.06 -0.23 -0.52 0.3249
H 5.700753 -3.066241 0.287901 0.31 0.20 -0.22 0.2168
H -4.595886 0.479224 7.391851 -0.06 0.30 0.32 0.4462
H 1.671326 -3.111544 -2.094904 0.28 0.08 0.54 -0.2862
H -4.071203 -2.920591 3.555305 -0.37 0.11 0.04 0.0522
H -0.211628 -2.224101 3.033624 0.27 0.71 -0.08 -0.1359
H 5.934843 0.622011 3.352722 0.13 -0.12 0.16 0.3287
H -1.969725 -1.178327 4.606656 -0.46 -0.22 0.38 0.2590
H -3.044320 1.205237 1.558938 -0.56 0.11 -0.25 -0.6721
H -1.068591 -0.700436 0.323502 0.12 -0.12 0.59 -0.0564
H 5.999829 3.724916 3.591578 -0.12 0.10 0.19 -0.0347
H -3.075724 -0.375838 8.793990 0.30 -0.29 0.26 0.3145
H -3.756145 -6.128624 -1.079083 -0.03 -0.25 0.04 -0.1464
H 0.399972 -4.263666 -5.272817 -0.16 -0.37 -0.40 0.3113
H -1.575207 -0.707888 -2.050253 0.12 -0.06 -0.10 -1.2684
H -4.654565 1.533525 -4.647841 -0.29 0.06 0.32 -0.3223
H 0.266888 6.714284 6.614281 0.13 -0.07 0.04 0.3028
H -5.531474 -2.028669 -3.967349 -0.22 0.24 0.37 0.1881
```
Forces are in eV/Å.